# 1
{"formula": "C14H20N2O3", "method": "ωB97M-V/def2-TZVPD", "symbols": ["H", "H", "H", "C", "H", "H", "H", "C", "C", "H", "H", "C", "H", "H", "C", "O", "H", "N", "C", "H", "C", "H", "H", "C", "H", "O", "C", "O", "N", "C", "H", "H", "H", "H", "C", "C", "H", "C", "C"], "coordinates": [[3.903, 0.278, -1.710], [0.200, 4.362, -0.546], [3.169, -0.575, 1.324], [-3.633, 0.212, -0.333], [1.307, -2.282, 1.075], [-1.425, 1.456, 2.001], [3.664, -3.115, 0.713], [-0.682, 1.448, -0.339], [-2.167, -0.977, 0.954], [4.683, 0.719, 0.113], [3.237, 1.298, -0.533], [3.652, 0.262, -0.563], [0.863, -3.156, -0.995], [-0.055, -0.492, -1.475], [-3.677, -2.366, -0.356], [1.296, 0.548, 1.328], [-4.221, 1.227, -0.760], [0.128, 0.277, -0.656], [3.183, -0.949, 0.304], [-4.346, -3.205, -0.525], [0.403, 2.564, -0.149], [-2.363, -3.219, 1.089], [2.648, -2.407, -1.603], [-2.605, 0.247, 0.579], [-1.965, 2.569, 0.666], [-0.457, 3.676, -0.166], [4.148, -2.087, 0.257], [1.616, 2.645, -0.403], [1.588, -2.248, -1.037], [-2.683, -2.287, 0.526], [-5.097, -0.745, -1.565], [-1.289, 1.735, -1.311], [-1.101, -0.911, 1.394], [4.583, -2.262, -0.883], [1.753, -1.551, 0.207], [-1.751, 1.511, 0.951], [5.201, -1.721, 0.668], [0.997, -0.127, 0.267], [-4.146, -1.017, -0.866]], "forces_ev_per_a": [[-0.135, -1.249, 2.164], [-1.648, -0.814, 1.117], [0.233, 0.194, -0.013], [-3.669, 0.814, -3.124], [1.638, 2.290, -1.414], [0.646, -0.099, -0.815], [1.743, 2.636, -1.068], [1.532, -0.088, -0.114], [3.310, -2.243, 0.513], [-2.285, -1.907, -2.331], [-1.151, -1.473, 0.607], [3.400, 3.024, 0.378], [3.257, 3.162, -0.310], [0.382, 2.639, 2.719], [-3.234, 3.887, -1.975], [-1.961, -1.729, -3.209], [1.938, -2.743, 1.320], [-1.110, -2.959, -1.956], [-0.116, -0.457, 0.825], [0.665, -0.158, -0.293], [0.270, 1.077, -2.792], [-0.035, 1.342, -0.866], [-4.537, 0.048, 2.332], [0.089, 1.732, 0.262], [-1.555, -1.115, 0.843], [3.774, 1.640, -0.582], [3.348, -1.782, -1.582], [-4.255, 0.083, 1.146], [0.683, -3.016, -2.699], [1.880, 0.582, 2.839], [2.415, -1.651, 1.572], [1.191, -0.560, 2.195], [-2.036, -0.698, 0.151], [-1.572, -0.087, 2.473], [-1.651, 1.239, -0.312], [0.656, -1.163, -2.852], [-2.266, -1.167, -0.054], [1.312, -0.216, 4.531], [-1.147, 0.986, 0.374]], "mulliken_charge": [0.116, 0.383, 0.306, -0.261, 0.361, 0.231, 0.200, 0.104, 0.052, 0.295, 0.212, -0.908, 0.263, 0.420, -0.523, -0.743, 0.155, 0.050, 0.146, 0.372, 0.231, 0.330, 0.274, 0.547, 0.563, -0.496, -1.226, -0.626, -0.724, -0.600, 0.181, 0.522, 0.195, 0.299, 0.861, -1.052, 0.355, -0.619, -0.249], "energy_ev": -23958.215, "relative_energy_kj_mol": 862.8}

# 2
{"formula": "CH4N2O2", "method": "ωB97M-V/def2-TZVPD", "symbols": ["N", "C", "N", "O", "H", "H", "H", "O", "H"], "coordinates": [[-0.917, 0.112, -0.205], [0.138, -0.682, 0.187], [0.240, 1.508, -0.190], [0.004, 2.343, 0.600], [0.256, -1.213, -1.629], [0.121, -1.179, 1.160], [-1.504, 0.370, 0.584], [0.639, -1.522, -0.792], [1.023, 0.263, 0.285]], "forces_ev_per_a": [[-0.128, 1.272, -0.247], [2.107, 1.063, 0.350], [-1.570, 1.306, 1.190], [0.305, -1.610, -1.427], [0.067, -0.139, 0.161], [-0.094, 0.083, -0.143], [-0.060, -0.044, -0.032], [-0.365, -0.098, -0.217], [-0.262, -1.834, 0.365]], "mulliken_charge": [-0.587, -0.054, 0.177, -0.259, 0.327, 0.339, 0.298, -0.493, 0.252], "energy_ev": -8172.348, "relative_energy_kj_mol": 418.5}

# 3
{"formula": "CH3NOS2", "method": "ωB97M-V/def2-TZVPD", "symbols": ["C", "O", "H", "N", "S", "S", "H", "H"], "coordinates": [[-0.136, 1.600, -0.678], [-0.054, -2.287, -1.125], [-0.089, 1.363, -1.872], [0.221, 0.719, 0.195], [-0.519, 3.172, -0.047], [-1.042, -1.839, 0.076], [0.129, 0.958, 1.196], [0.915, -2.138, -1.067]], "forces_ev_per_a": [[-0.011, -0.403, -0.949], [0.319, -0.075, -0.947], [-0.103, 0.557, 3.158], [0.328, -0.131, -0.942], [0.086, -0.238, -0.609], [0.477, -0.018, 0.193], [-0.275, 0.215, -0.751], [-0.821, 0.093, 0.848]], "mulliken_charge": [0.127, -0.410, 0.273, -0.449, -0.160, 0.058, 0.206, 0.355], "energy_ev": -26289.685, "relative_energy_kj_mol": 316.9}

# 4
{"formula": "C9H18Br2ClO5P", "method": "ωB97M-V/def2-TZVPD", "symbols": ["H", "Cl", "O", "H", "O", "H", "H", "H", "C", "H", "H", "C", "Br", "H", "C", "H", "H", "H", "Br", "H", "C", "C", "O", "H", "C", "C", "H", "C", "H", "H", "H", "P", "C", "O", "O", "H"], "coordinates": [[3.802, -0.817, 0.292], [-1.871, -1.858, 2.858], [-3.497, 0.929, -2.255], [2.339, -1.366, -0.331], [-4.768, 1.360, 0.011], [-6.591, 2.365, 0.348], [2.741, -3.172, 1.536], [-2.293, 0.479, -3.940], [-2.482, 0.104, 1.109], [-0.081, 0.428, 2.439], [0.261, 0.255, 0.745], [-1.413, -0.930, 1.365], [-1.321, -2.174, -0.201], [2.309, -0.184, 3.811], [2.315, -1.019, 1.826], [-5.139, 3.207, 0.851], [-3.449, -0.371, 0.978], [4.036, -2.272, 2.376], [-2.662, 1.362, 2.621], [2.340, 1.046, 2.533], [2.741, -0.682, 0.401], [-5.554, 2.562, 0.081], [-3.072, 3.056, -0.863], [2.567, -2.686, 3.284], [-0.020, -0.287, 1.626], [-2.251, 0.493, -2.855], [-2.001, -0.505, -2.501], [2.742, 0.072, 2.832], [3.824, 0.089, 2.931], [-1.382, 1.144, -2.597], [2.440, 0.321, 0.097], [-3.365, 1.592, -0.790], [2.942, -2.372, 2.287], [-2.114, 0.873, -0.062], [0.923, -1.304, 1.936], [-5.547, 3.077, -0.856]], "forces_ev_per_a": [[0.655, 0.377, 0.154], [0.053, 0.201, -0.895], [0.381, -0.376, 1.146], [-0.536, -0.409, -0.065], [1.508, -1.013, -1.163], [0.188, -0.715, -0.004], [-0.005, 0.547, 0.602], [-0.664, 0.148, 0.040], [0.214, 0.639, -0.569], [-0.328, 0.041, 0.258], [0.129, 0.308, -0.720], [1.287, -0.410, 0.969], [-0.087, 0.640, 0.878], [0.176, 0.093, -0.232], [0.709, -0.834, 0.833], [0.098, 0.084, -0.079], [-0.038, 0.040, 0.148], [-0.332, 0.021, -0.109], [-0.070, -0.281, -0.305], [0.293, 0.010, 0.048], [-0.417, 0.006, 0.048], [-0.370, 0.574, 0.800], [-0.204, -1.869, -0.091], [0.000, 0.272, -0.683], [0.340, -1.051, -0.018], [1.167, 0.152, 0.259], [-0.167, -0.020, 0.005], [-0.864, -0.438, -0.075], [0.053, 0.233, -0.114], [-0.841, -0.181, 0.006], [0.215, 0.081, 0.083], [-0.118, 3.960, -0.985], [0.194, -0.013, -0.389], [-1.603, -1.403, 1.061], [-1.095, 0.254, -0.315], [0.079, 0.331, -0.529]], "mulliken_charge": [0.449, -0.127, -0.341, 0.378, -0.288, 0.244, 0.353, 0.299, -0.720, 0.296, 0.486, 0.601, -0.100, 0.388, 1.644, 0.276, 0.699, 0.420, -0.077, 0.332, -1.665, -0.703, -0.666, 0.378, -0.989, -0.499, 0.119, -1.607, 0.441, 0.283, 0.382, 0.631, -1.631, 0.220, -0.237, 0.331], "energy_ev": -181760.413, "relative_energy_kj_mol": 0.0}

# 5
{"formula": "C8H18Si", "method": "ωB97M-V/def2-TZVPD", "symbols": ["H", "H", "C", "C", "H", "C", "H", "H", "C", "H", "H", "H", "H", "H", "H", "C", "H", "C", "H", "C", "H", "H", "H", "Si", "C", "H", "H"], "coordinates": [[-0.430, -1.353, -1.868], [-2.969, 1.649, 0.358], [-1.405, -1.542, -1.408], [-1.290, -1.482, 1.862], [3.264, 0.718, -0.182], [2.329, -1.026, -0.864], [-2.050, -1.174, -2.154], [3.587, -0.659, 0.752], [0.217, 0.833, 0.076], [1.407, -1.257, -0.380], [-3.519, 0.161, 0.869], [-2.340, -1.657, 2.255], [-0.440, -1.033, 2.345], [2.246, -0.922, -1.960], [-3.537, 0.556, -0.846], [0.942, 1.871, 0.864], [0.643, 2.326, 1.911], [3.429, -0.304, -0.248], [0.874, 2.632, -1.303], [-2.965, 0.635, 0.063], [-1.645, -2.524, -0.983], [-0.630, 2.887, -0.539], [2.100, 1.885, 0.832], [-1.283, -0.346, 0.149], [0.293, 2.241, -0.439], [4.232, -0.582, -0.865], [-1.058, -2.533, 1.704]], "forces_ev_per_a": [[0.275, -1.113, 0.101], [0.396, 1.369, 0.216], [1.545, 1.315, 2.078], [-1.136, 0.081, -2.624], [-0.119, 2.400, -0.172], [-2.221, 2.306, -1.105], [-1.411, 0.225, -0.567], [0.281, -0.129, 0.631], [0.448, -0.543, -0.389], [-0.277, -0.981, 0.698], [-0.452, -0.271, 0.000], [1.374, 1.379, 0.316], [-0.352, 0.175, 1.422], [0.031, -0.342, 0.521], [0.027, -0.256, -0.459], [1.063, 0.769, 1.649], [0.127, -1.166, -2.206], [-0.503, -2.716, 0.653], [0.333, -1.020, 0.672], [0.838, -1.213, 0.863], [0.370, 0.070, -0.774], [0.550, -1.026, 0.885], [-1.646, -0.281, -0.104], [-1.089, -0.606, 0.055], [-0.892, 1.298, -1.170], [1.787, 0.348, -0.568], [0.653, -0.070, -0.624]], "mulliken_charge": [0.241, 0.391, -1.083, -1.229, 0.129, -0.445, 0.413, 0.304, 0.263, 0.336, 0.327, 0.378, 0.277, 0.249, 0.338, -0.345, 0.226, -0.865, 0.198, -1.237, 0.288, 0.216, 0.048, 0.489, -0.658, 0.381, 0.369], "energy_ev": -16459.156, "relative_energy_kj_mol": 554.0}

# 6
{"formula": "C3H4N2S3", "method": "ωB97M-V/def2-TZVPD", "symbols": ["H", "H", "S", "N", "S", "S", "H", "H", "N", "C", "C", "C"], "coordinates": [[-1.923, 2.186, 0.157], [3.392, -1.331, 0.392], [-3.753, -0.421, -0.231], [1.551, -1.264, -0.188], [-1.049, -1.346, -0.481], [0.345, 1.096, -0.683], [-1.026, 0.870, 1.317], [2.717, 0.442, 0.335], [2.747, -0.538, -0.055], [-1.377, 1.094, 0.157], [-2.118, -0.182, -0.293], [0.494, -0.606, -0.428]], "forces_ev_per_a": [[1.315, -3.081, -0.405], [-1.432, 3.320, -1.000], [0.853, 0.320, -0.245], [0.168, 1.095, 0.250], [1.107, -5.714, -1.131], [-1.221, 1.453, 0.451], [-1.292, 0.696, -2.797], [-0.149, -1.684, -0.171], [1.119, -2.946, 0.810], [0.826, 1.777, 2.484], [-2.131, 3.955, 1.461], [0.836, 0.811, 0.294]], "mulliken_charge": [0.343, 0.285, -0.231, -0.368, -0.187, -0.184, 0.275, 0.250, -0.477, -0.526, 0.241, 0.580], "energy_ev": -38658.779, "relative_energy_kj_mol": 235.9}

# 7
{"formula": "C6H11N4O2", "method": "ωB97M-V/def2-TZVPD", "symbols": ["H", "N", "H", "H", "C", "H", "H", "H", "C", "H", "N", "H", "H", "C", "H", "N", "O", "N", "C", "C", "C", "O", "H"], "coordinates": [[-2.008, -0.833, 0.334], [-1.075, 2.313, 1.416], [1.660, 0.493, -1.929], [1.276, 0.799, 2.688], [-0.361, 0.154, 1.622], [-1.768, 3.001, 1.132], [-1.307, -2.378, 0.580], [1.067, 1.640, -3.258], [0.309, 2.401, 1.776], [1.763, -1.140, 1.026], [0.729, 1.032, 1.893], [-1.392, 0.931, -1.566], [-1.188, -1.750, -1.022], [-1.533, 1.022, 1.345], [-0.490, -0.609, 2.417], [1.241, -1.303, 0.205], [0.989, 3.379, 1.988], [-1.232, -1.546, 0.036], [-0.372, 0.819, -1.783], [0.761, 1.021, -2.326], [-0.008, -0.644, 0.361], [-2.486, 0.607, 0.705], [1.755, -1.067, -0.647]], "forces_ev_per_a": [[0.112, -0.962, -0.993], [-1.179, -0.928, 0.200], [-0.495, 0.402, -0.069], [0.691, 0.300, 0.585], [1.744, -2.060, 0.245], [0.854, 0.599, 0.145], [0.190, -1.044, 0.434], [-1.046, -0.917, 1.526], [1.159, 0.350, 1.040], [1.274, 0.068, 0.651], [-0.806, 1.731, -0.245], [-0.964, 0.471, -0.349], [-0.451, 0.220, 2.275], [1.485, 0.742, -2.016], [-0.292, 0.549, 0.125], [-2.221, 0.731, -0.124], [-1.612, -1.698, -0.632], [0.626, 2.111, -1.884], [0.318, -1.317, 2.451], [2.450, 0.549, -1.907], [-0.611, -0.354, -2.697], [-1.075, 0.513, 0.893], [-0.153, -0.056, 0.346]], "mulliken_charge": [0.393, 0.008, 0.076, 0.297, 0.063, 0.266, 0.342, 0.284, 0.203, 0.303, -0.225, 0.586, 0.407, 0.426, 0.361, -0.396, -0.493, -0.187, 0.012, -0.692, -0.650, -0.648, 0.265], "energy_ev": -16445.514, "relative_energy_kj_mol": 353.5, "charge": 1}